(1)
A cluster of 2 separate species, C5H15NO2 in total. Source: the OMol25 dataset; level of theory: ωB97M-V with the def2-TZVPD basis set.

```
23
Properties=species:S:1:pos:R:3
C 2.315 -0.460 -0.747
C 0.775 -0.536 -0.845
C 0.442 -0.693 -2.360
C -0.100 0.660 -0.354
N -1.470 0.325 0.118
C -1.922 1.406 0.978
O -2.710 0.744 1.961
H 2.647 -1.358 -1.371
H 2.732 -0.477 0.289
H 2.845 0.538 -1.168
H 0.391 -1.345 -0.152
H 0.504 0.241 -2.913
H -0.497 -1.351 -2.450
H 1.216 -1.274 -2.991
H 0.415 1.117 0.411
H -0.185 1.360 -1.281
H -1.443 -0.547 0.761
H -2.525 2.104 0.342
H -1.166 1.947 1.533
H -2.671 -0.284 1.798
O 0.211 -1.078 2.653
H -0.300 -0.307 2.276
H 0.499 -0.732 3.513
```

- Energy: -11011.120 eV
- Frontier orbital gap: 10.3 eV
- Energy relative to the best compared isomer or geometry (same formula, charge and spin): 65.2 kcal/mol
- Total charge: 0
- SMILES: CC(C)CNCO.O
- LUMO level: 0.7 eV

---

(2)
A cluster of 4 separate species, H10NO3 in total. Source: the OMol25 dataset; level of theory: ωB97M-V with the def2-TZVPD basis set.

```
14
Properties=species:S:1:pos:R:3
N 1.247 -1.082 0.204
H 0.572 -0.971 0.965
H 2.000 -0.379 0.373
H 1.578 -2.017 0.006
H 0.971 -0.581 -0.658
H -0.310 1.486 0.822
H 0.475 2.479 1.496
O 0.671 1.704 0.948
H -0.301 -0.572 -2.851
H -0.360 -2.041 -2.290
O 0.066 -1.185 -2.207
H -2.280 1.735 0.656
H -2.479 0.495 1.562
O -1.850 0.930 0.975
```

- Energy: -7788.548 eV
- Frontier orbital gap: 11.5 eV
- Energy relative to the best compared isomer or geometry (same formula, charge and spin): 26.1 kcal/mol
- Total charge: +1
- LUMO level: -3.4 eV

---

(3)
A cluster of 4 separate species, C16H40F5O7P2S in total. Source: the OMol25 dataset; level of theory: ωB97M-V with the def2-TZVPD basis set.

```
71
Properties=species:S:1:pos:R:3
C -5.801 -2.897 0.604
C -5.197 -1.719 -0.184
O -3.941 -2.099 -0.678
P -3.203 -0.960 -1.779
P -2.089 0.077 -0.077
S -0.931 1.556 -0.673
C -1.727 -2.142 -2.184
F -0.531 -1.534 -2.089
F -1.838 -2.493 -3.488
C -1.584 -3.470 -1.420
F -1.451 -3.335 -0.131
F -2.498 -4.342 -1.715
F -0.418 -4.055 -1.828
H -5.399 -2.955 1.613
H -5.581 -3.803 0.039
H -6.882 -2.747 0.604
H -5.911 -1.470 -0.977
H -5.042 -0.875 0.497
H -4.282 -0.024 -1.513
H -2.633 0.026 -2.666
H -3.949 -1.525 -2.884
H -1.425 -0.836 0.785
H -3.116 0.666 0.710
C 3.989 -7.118 -0.752
O 3.352 -6.153 -1.565
C 2.256 -5.511 -0.913
C 2.642 -4.151 -0.374
O 3.611 -4.251 0.669
C 4.927 -3.986 0.224
H 4.954 -7.352 -1.203
H 4.157 -6.749 0.263
H 3.388 -8.034 -0.712
H 1.858 -6.146 -0.115
H 1.473 -5.379 -1.659
H 1.754 -3.683 0.058
H 3.004 -3.504 -1.177
H 5.076 -2.907 0.104
H 5.149 -4.490 -0.720
H 5.617 -4.352 0.985
C -1.465 1.178 3.586
O -2.122 2.157 2.798
C -3.207 2.765 3.473
C -2.826 4.121 4.032
O -1.844 4.015 5.055
C -0.534 4.295 4.589
H -0.504 0.959 3.123
H -1.292 1.526 4.608
H -2.061 0.259 3.609
H -3.589 2.112 4.265
H -4.006 2.904 2.737
H -3.712 4.576 4.486
H -2.480 4.782 3.232
H -0.397 5.377 4.481
H -0.327 3.805 3.636
H 0.171 3.925 5.333
C 4.446 5.063 -3.601
O 4.084 5.774 -2.431
C 2.710 6.138 -2.408
C 1.887 5.193 -1.555
O 1.847 3.890 -2.104
C 2.750 2.992 -1.480
H 5.412 4.592 -3.421
H 3.719 4.288 -3.847
H 4.544 5.754 -4.447
H 2.307 6.187 -3.425
H 2.653 7.142 -1.974
H 0.855 5.558 -1.526
H 2.264 5.170 -0.528
H 2.344 2.664 -0.518
H 3.736 3.441 -1.331
H 2.856 2.122 -2.126
```

- Energy: -74569.900 eV
- Frontier orbital gap: 6.8 eV
- Total charge: -1
- LUMO level: 2.7 eV

---

(4)
A cluster of 5 separate species, C38H50N7O9 in total. Source: the OMol25 dataset; level of theory: ωB97M-V with the def2-TZVPD basis set.

```
104
Properties=species:S:1:pos:R:3
C -0.239 1.866 1.869
O 0.059 2.369 0.589
C -0.784 3.430 0.206
C -0.446 3.837 -1.223
C -0.403 2.671 -2.214
C -1.710 1.878 -2.303
C -1.870 0.719 -1.295
C -2.733 -0.455 -1.810
C -4.221 -0.116 -2.044
C -5.095 -0.476 -0.827
C -6.526 0.079 -0.790
C -6.729 1.479 -0.199
N -6.808 2.578 -1.232
C -8.169 2.716 -1.849
C -8.586 4.159 -1.522
N -7.712 4.485 -0.347
C -6.591 3.784 -0.589
N -5.352 4.154 -0.314
H 0.530 1.121 2.097
H -0.211 2.656 2.637
H -1.229 1.376 1.896
H -0.652 4.287 0.886
H -1.846 3.105 0.291
H -1.180 4.590 -1.563
H 0.530 4.346 -1.215
H -0.154 3.084 -3.202
H 0.415 1.988 -1.928
H -2.536 2.603 -2.179
H -1.834 1.467 -3.316
H -2.305 1.080 -0.345
H -0.864 0.349 -1.043
H -2.263 -0.875 -2.709
H -2.717 -1.249 -1.045
H -4.364 0.939 -2.333
H -4.587 -0.717 -2.888
H -4.586 -0.208 0.114
H -5.178 -1.574 -0.814
H -7.145 -0.587 -0.169
H -6.971 0.042 -1.799
H -7.673 1.522 0.371
H -5.922 1.734 0.504
H -8.809 1.937 -1.422
H -8.132 2.582 -2.932
H -8.300 4.810 -2.358
H -9.643 4.304 -1.291
H -7.657 5.467 -0.120
H -5.138 4.942 0.268
H -4.593 3.557 -0.605
C 3.266 1.403 3.792
C 3.774 0.115 3.699
C 4.108 -0.585 4.847
C 3.926 0.034 6.068
C 3.412 1.310 6.193
C 3.081 1.996 5.035
N 4.313 -0.699 7.290
O 4.816 -1.791 7.151
O 4.113 -0.165 8.352
H 3.023 1.950 2.890
H 3.933 -0.347 2.735
H 4.514 -1.584 4.806
H 3.293 1.748 7.172
H 2.691 3.002 5.106
C 0.945 -5.117 -2.323
C 0.871 -3.882 -1.689
C -0.240 -3.552 -0.929
C -1.264 -4.479 -0.838
C -1.221 -5.710 -1.465
C -0.097 -6.027 -2.210
N -2.458 -4.144 -0.042
O -2.493 -3.068 0.520
O -3.343 -4.961 0.016
H 1.818 -5.363 -2.912
H 1.685 -3.175 -1.779
H -0.324 -2.605 -0.419
H -2.047 -6.397 -1.358
H -0.038 -6.984 -2.709
C 9.811 -2.343 5.893
C 8.459 -2.034 5.982
C 7.892 -1.141 5.088
C 8.705 -0.576 4.121
C 10.052 -0.861 4.012
C 10.604 -1.758 4.914
N 8.104 0.378 3.170
O 6.922 0.610 3.289
O 8.819 0.875 2.334
H 10.249 -3.042 6.593
H 7.842 -2.484 6.748
H 6.847 -0.875 5.138
H 10.642 -0.388 3.242
H 11.656 -1.997 4.850
C 0.255 -0.099 -5.999
C -0.364 -1.330 -5.822
C 0.398 -2.469 -5.624
C 1.774 -2.337 -5.610
C 2.417 -1.126 -5.776
C 1.639 0.004 -5.974
N 2.589 -3.551 -5.406
O 1.993 -4.597 -5.304
O 3.787 -3.429 -5.366
H -0.345 0.785 -6.166
H -1.443 -1.409 -5.850
H -0.050 -3.443 -5.492
H 3.496 -1.083 -5.759
H 2.119 0.962 -6.117
```

- Energy: -69058.373 eV
- Frontier orbital gap: 8.0 eV
- Total charge: +1
- LUMO level: -3.0 eV

---

(5)
A cluster of 2 separate species, C14H16O2 in total. Source: the OMol25 dataset; level of theory: ωB97M-V with the def2-TZVPD basis set.

```
32
Properties=species:S:1:pos:R:3
C -1.294 -0.960 -1.636
C -0.488 -2.040 -0.977
C -0.408 -2.058 0.422
C 0.548 -2.804 1.036
C 1.157 -3.883 0.349
O 2.246 -4.447 0.976
C 0.756 -4.076 -0.953
C 0.050 -3.122 -1.695
H -1.462 -1.054 -2.719
H -0.876 0.012 -1.307
H -2.292 -0.915 -1.161
H -0.979 -1.407 1.084
H 0.734 -2.754 2.105
H 2.021 -4.697 1.867
H 1.113 -4.982 -1.443
H -0.029 -3.030 -2.761
C -1.910 1.942 2.438
C -1.002 2.461 1.340
C 0.220 1.817 1.046
C 0.931 2.298 -0.047
C 0.397 3.376 -0.808
O 1.092 3.574 -1.951
C -0.671 4.105 -0.351
C -1.417 3.615 0.752
H -2.864 1.773 1.908
H -2.142 2.668 3.226
H -1.560 0.967 2.799
H 0.650 0.961 1.574
H 1.915 2.032 -0.407
H 0.973 4.364 -2.485
H -0.861 5.055 -0.841
H -2.344 4.031 1.129
```

- Energy: -18871.153 eV
- Frontier orbital gap: 9.1 eV
- Energy relative to the best compared isomer or geometry (same formula, charge and spin): 34.2 kcal/mol
- Total charge: 0
- SMILES: Cc1ccc(O)cc1.Cc1ccc(O)cc1
- LUMO level: 0.8 eV

---

(6)
A cluster of 7 separate species, C14H42O7 in total. Source: the OMol25 dataset; level of theory: ωB97M-V with the def2-TZVPD basis set.

```
63
Properties=species:S:1:pos:R:3
C 24.742 16.464 12.995
C 24.500 17.445 11.823
O 25.678 18.148 11.440
H 25.004 17.327 13.702
H 25.201 15.697 12.697
H 23.756 16.065 13.321
H 23.591 18.051 12.125
H 24.237 16.923 10.973
H 25.435 18.897 10.825
C 20.895 15.745 11.639
C 19.524 15.587 10.980
O 19.064 14.263 11.380
H 20.757 15.929 12.614
H 21.200 16.590 11.294
H 21.636 15.030 11.290
H 19.502 15.886 9.982
H 18.793 16.135 11.397
H 18.138 14.025 11.130
C 29.349 14.701 11.732
C 28.046 15.471 11.537
O 28.165 16.772 12.124
H 29.403 14.254 12.704
H 30.305 15.001 11.645
H 29.263 13.814 11.404
H 27.299 14.684 11.849
H 28.027 15.698 10.347
H 27.281 17.167 11.841
C 27.264 20.562 15.484
C 26.902 19.416 14.655
O 25.850 19.832 13.754
H 27.651 21.404 14.831
H 28.145 20.291 16.421
H 26.380 21.004 15.934
H 26.496 18.661 15.192
H 27.725 19.147 14.120
H 25.689 19.114 13.056
C 28.308 20.878 11.197
C 27.300 21.856 11.106
O 26.941 22.464 12.443
H 28.119 19.956 11.915
H 29.164 21.211 11.410
H 28.442 20.330 10.211
H 26.355 21.595 10.704
H 27.615 22.691 10.492
H 26.558 21.722 12.995
C 24.713 12.976 15.347
C 26.155 12.973 15.232
O 26.637 11.853 15.949
H 24.147 12.261 14.640
H 24.298 13.859 15.017
H 24.457 13.019 16.305
H 26.575 13.906 15.551
H 26.494 12.722 14.190
H 27.500 11.617 15.598
C 26.270 18.088 8.272
C 25.388 19.239 8.067
O 24.989 19.816 9.392
H 25.863 17.183 8.687
H 27.076 18.143 8.894
H 26.826 17.658 7.656
H 24.675 18.885 7.363
H 25.846 20.156 7.520
H 24.799 20.748 9.228
```

- Energy: -29521.603 eV
- Frontier orbital gap: 10.2 eV
- Energy relative to the best compared isomer or geometry (same formula, charge and spin): 227.7 kcal/mol
- Total charge: 0
- SMILES: CCO.CCO.CCO.CCO.CCO.CCO.CCO
- LUMO level: 0.4 eV

---

(7)
A cluster of 2 separate species, C18H29ClO10P2 in total. Source: the OMol25 dataset; level of theory: ωB97M-V with the def2-TZVPD basis set.

```
60
Properties=species:S:1:pos:R:3
C -2.211 -3.572 -1.182
C -2.745 -2.723 -1.828
C -3.317 -1.764 -2.773
C -2.502 -0.487 -3.057
C -1.238 -0.764 -3.877
C -0.086 -1.532 -3.199
C 1.272 -0.771 -3.269
C 2.189 -1.151 -2.103
C 3.150 -0.025 -1.671
C 3.765 -0.394 -0.318
O 3.125 0.339 0.735
C 3.896 0.262 1.868
O 3.842 -0.686 2.622
C 4.724 1.448 2.101
C 5.212 1.740 3.353
O -3.332 0.252 -4.011
C -4.175 1.263 -3.573
O -3.928 2.396 -3.842
P -5.822 0.983 -2.702
O -6.701 2.067 -3.114
O -5.684 0.851 -1.114
O -6.383 -0.424 -3.280
P -2.276 0.614 -1.539
O -1.256 1.757 -2.079
Cl -1.184 -0.386 -0.099
H -1.713 -4.383 -0.708
H -4.271 -1.441 -2.352
H -3.563 -2.246 -3.717
H -1.576 -1.346 -4.736
H -0.841 0.161 -4.299
H 0.066 -2.452 -3.763
H -0.253 -1.830 -2.173
H 1.071 0.299 -3.319
H 1.763 -1.097 -4.186
H 1.632 -1.448 -1.212
H 2.786 -2.020 -2.387
H 3.956 0.070 -2.395
H 2.565 0.884 -1.548
H 4.836 -0.160 -0.314
H 3.672 -1.466 -0.133
H 4.925 2.100 1.255
H 5.963 1.090 3.797
H 4.868 2.583 3.945
H -5.541 -0.078 -0.882
H -6.825 -0.904 -2.567
H -0.930 1.561 -2.968
C 0.739 -0.295 3.940
C 1.140 -0.221 5.396
O 1.864 0.981 5.682
C 1.275 2.152 5.981
C -0.210 2.315 5.752
O 1.956 3.065 6.361
H 0.058 0.513 3.663
H 0.250 -1.245 3.723
H 1.618 -0.205 3.311
H 0.291 -0.335 6.072
H 1.831 -1.031 5.624
H -0.367 2.747 4.765
H -0.595 2.998 6.505
H -0.776 1.391 5.837
```

- Energy: -70708.423 eV
- Frontier orbital gap: 7.9 eV
- Total charge: 0
- SMILES: C#CC[C@@](CCCCCCOC(=O)C=C)(OC(=O)P(=O)(O)O)P(O)Cl.CCOC(C)=O
- LUMO level: -0.9 eV

---

(8)
The molecule C6H6O2. Source: the OMol25 dataset; level of theory: ωB97M-V with the def2-TZVPD basis set.

```
14
Properties=species:S:1:pos:R:3
O -2.225 -0.423 -1.237
C -1.196 -0.237 -0.545
C -0.249 0.923 -0.262
C 1.170 0.766 -0.700
C 1.502 -0.583 -0.792
O 0.801 -1.510 -0.047
C -0.549 -0.995 0.532
C -0.364 0.396 1.274
H -0.450 1.929 -0.443
H 1.615 1.476 -1.341
H 2.224 -0.948 -1.405
H -1.274 -1.884 0.912
H 0.374 0.430 2.315
H -1.378 0.661 1.739
```

- Energy: -10409.738 eV
- Frontier orbital gap: 9.1 eV
- Energy relative to the best compared isomer or geometry (same formula, charge and spin): 84.7 kcal/mol
- Total charge: 0
- SMILES: O=C1[C@@H]2C=CO[C@H]1C2
- LUMO level: 0.4 eV